[1]
The following is a quantum chemistry calculation of 3 unconnected molecules or ions with the total composition C2H4O7S2Si2 at a distorted geometry, from the Open Molecules 2025 dataset.

Positions of all 17 atoms, in Å:
1 C 0.80 -0.53 -1.88
2 C -0.72 -0.73 -0.15
3 O 5.26 1.70 -0.86
4 O -5.05 -0.14 -0.90
5 O 1.04 -0.48 -3.11
6 O 0.32 -0.52 0.63
7 O 5.80 -0.73 -0.93
8 O -3.90 1.82 0.16
9 O -0.46 -0.73 -1.51
10 Si 1.74 -0.03 -0.21
11 Si -2.46 -0.58 0.54
12 S 5.07 0.40 -1.60
13 S -3.83 0.70 -0.82
14 H 1.68 1.38 0.23
15 H 2.82 -1.02 0.44
16 H -3.52 -2.01 1.26
17 H -2.42 0.17 1.69

Computed properties:
Charge ... -2
HOMO-LUMO gap (alpha / beta) ... 6.154 / 5.751 eV
Lowest unoccupied orbital energy (alpha / beta) ... 5.187 / 5.177 eV

[2]
The following is a quantum chemistry calculation of a single C2H4OS molecule at a distorted geometry, from the Open Molecules 2025 dataset.

Positions of all 8 atoms, in Å:
1 C 1.13 0.32 0.02
2 C 0.32 -0.67 -0.13
3 O -1.03 -0.74 -0.24
4 S -1.90 0.76 -0.34
5 H 2.11 0.23 0.13
6 H 0.94 1.35 0.06
7 H 0.65 -1.89 -0.45
8 H -2.22 0.63 0.95

Computed properties:
SMILES ... C=COS
HOMO-LUMO gap ... 9.767 eV
Lowest unoccupied orbital energy ... 0.368 eV

The energy above the lowest of the compared OMol25 structures with the same formula, charge and spin results, record by record, are as follows: 1.421 2.778 eV.
The calculated total energy results, record by record, are as follows: -53894.3446 -15018.6877 eV.